No. 1
Below is a single C30H37N5O6 molecule, with properties calculated with ωB97M-V with the def2-TZVPD basis set.

Structure (XYZ):
```
78
C30H37N5O6 | OMol25 | ωB97M-V with the def2-TZVPD basis set
C 3.638 -3.622 -6.331
C 2.977 -4.757 -5.547
C 1.470 -4.775 -5.800
C 3.611 -6.099 -5.911
O 3.248 -4.431 -4.163
C 2.813 -5.232 -3.174
O 2.167 -6.244 -3.295
N 3.254 -4.745 -1.984
C 2.706 -5.224 -0.728
C 1.489 -4.424 -0.341
C 1.622 -3.208 0.317
C 0.519 -2.426 0.601
C -0.751 -2.854 0.223
N -1.902 -2.106 0.462
C -2.022 -0.828 0.883
O -1.085 -0.095 1.186
C -3.429 -0.403 0.922
N -4.417 -1.317 0.669
C -5.545 -0.670 0.751
N -5.350 0.631 1.041
C -4.006 0.837 1.159
C -3.550 2.226 1.405
O -4.371 3.131 1.431
N -2.230 2.372 1.572
C -1.598 3.666 1.681
C -1.294 4.032 3.147
C -0.392 5.232 3.196
C -0.867 6.485 2.828
C -0.025 7.582 2.819
C 1.304 7.441 3.179
C 1.785 6.199 3.554
C 0.941 5.102 3.561
C -0.298 3.601 0.868
O -0.107 4.239 -0.133
O 0.517 2.726 1.424
C 1.758 2.318 0.795
C 2.685 3.515 0.599
C 1.438 1.628 -0.530
C 2.353 1.319 1.788
C -0.890 -4.079 -0.429
C 0.219 -4.849 -0.712
H 3.204 -2.668 -6.042
H 4.703 -3.594 -6.119
H 3.491 -3.771 -7.396
H 1.006 -5.578 -5.233
H 1.277 -4.931 -6.857
H 1.029 -3.828 -5.495
H 3.475 -6.292 -6.971
H 4.676 -6.082 -5.687
H 3.146 -6.899 -5.342
H 3.649 -3.817 -1.999
H 3.484 -5.151 0.036
H 2.441 -6.272 -0.884
H 2.602 -2.865 0.616
H 0.635 -1.485 1.110
H -2.791 -2.550 0.248
H -6.510 -1.112 0.607
H -6.019 1.381 1.146
H -1.626 1.545 1.543
H -2.260 4.413 1.232
H -0.812 3.177 3.623
H -2.239 4.235 3.654
H -1.904 6.600 2.548
H -0.406 8.550 2.528
H 1.964 8.297 3.168
H 2.821 6.084 3.840
H 1.318 4.132 3.853
H 2.260 4.211 -0.118
H 3.649 3.172 0.233
H 2.828 4.037 1.543
H 2.344 1.211 -0.960
H 0.722 0.828 -0.358
H 1.011 2.340 -1.231
H 2.606 1.819 2.719
H 1.620 0.545 1.998
H 3.248 0.865 1.374
H -1.875 -4.417 -0.719
H 0.107 -5.786 -1.236
```

Properties
SMILES string ... CC(C)(C)OC(=O)NCc1ccc(NC(=O)c2nc[nH]c2C(=O)N[C@@H](Cc2ccccc2)C(=O)OC(C)(C)C)cc1
Lowest unoccupied orbital energy ... 0.2 eV
Spin multiplicity ... 1
E ... -1890.7613 Eh
Energy above the lowest of the compared OMol25 structures with the same formula, charge and spin ... 0.0 kcal/mol

No. 2
Below is 2 unconnected molecules or ions with the total composition CH4O4P, with properties calculated with ωB97M-V with the def2-TZVPD basis set.

Structure (XYZ):
```
10
CH4O4P | OMol25 | ωB97M-V with the def2-TZVPD basis set
C 0.061 -0.077 0.796
O 0.582 -0.567 -1.845
O -1.511 -1.701 -0.732
O 0.392 1.992 0.894
O 1.252 -0.682 1.102
P -0.623 -0.469 -0.912
H -0.548 0.042 1.615
H 0.228 1.946 0.015
H 1.734 -1.021 0.275
H -1.567 0.537 -1.207
```

Properties
Lowest unoccupied orbital energy ... 4.0 eV
Spin multiplicity ... 1
E ... -682.8513 Eh
Energy above the lowest of the compared OMol25 structures with the same formula, charge and spin ... 41.3 kcal/mol
Total charge ... -1